Record 1
Density functional theory data (wB97M-V/def2-TZVPD) for a 2-piece molecular cluster, C2H3F2NO2 overall in a non-equilibrium geometry.

XYZ file:
```
10
Properties=species:S:1:pos:R:3:forces:R:3:lowdin_spin:R:1
C 1.38680 0.05748 -0.18420 -0.931 0.297 -0.647 0.08
C -0.02436 0.59314 -0.21939 1.983 0.733 -1.885 0.62
N -1.65281 -0.78965 0.58769 0.733 -3.485 0.856 0.47
O -2.59091 -0.16311 0.84131 -1.878 0.744 0.197 0.28
O -1.38758 -1.97657 0.51665 -0.602 1.414 -0.113 0.30
F -0.31645 1.63242 0.53667 -0.067 0.427 0.393 0.12
F -0.52159 0.79689 -1.47359 0.120 -0.065 0.641 0.11
H 1.70738 0.06979 -1.24041 0.170 -0.338 0.533 0.01
H 2.00707 0.73075 0.39054 0.250 0.069 0.231 0.01
H 1.39245 -0.95114 0.24475 0.222 0.204 -0.207 0.01
```
Forces are in eV/Å.

Spin multiplicity: 3
Highest occupied orbital energy (spin up / spin down) (eV): -7.6013 / -12.2544
Total charge: 0
Expectation value of S²: 2.01
Gap between HOMO and LUMO (spin up / spin down) (eV): 7.788 / 10.110
E_LUMO (spin up / spin down) (eV): 0.187 / -2.145

***

Record 2
Density functional theory data (wB97M-V/def2-TZVPD) for C2H3F2NS in the gas phase.

XYZ file:
```
9
Properties=species:S:1:pos:R:3:forces:R:3:nbo_charge:R:1
N -1.05614 0.61933 0.60854 -0.365 0.302 0.247 -0.75
C 0.01759 0.58330 -0.17458 0.604 0.080 -0.643 0.03
S 0.65252 1.85361 -0.98895 -0.141 -0.231 0.210 -0.09
C 0.64149 -0.81715 -0.26901 -0.046 0.462 0.197 0.52
F 0.77998 -1.19099 -1.55329 0.134 0.001 -0.053 -0.32
F 1.86262 -0.79651 0.32604 -0.126 -0.091 -0.167 -0.33
H -1.52088 1.50798 0.74341 0.046 -0.238 0.016 0.42
H -1.40504 -0.19992 1.07376 -0.052 0.003 0.055 0.40
H 0.02784 -1.55964 0.23408 -0.055 -0.288 0.137 0.12
```
Forces are in eV/Å.

Spin multiplicity: 1
Highest occupied orbital energy (eV): -8.8325
Total charge: 0
Gap between HOMO and LUMO (eV): 9.194
E_LUMO (eV): 0.362
SMILES: NC(=S)C(F)F

***

Record 3
Density functional theory data (wB97M-V/def2-TZVPD) for an isolated ion of composition C2H3F2O2Si and charge -1 in a non-equilibrium geometry.

XYZ file:
```
10
Properties=species:S:1:pos:R:3:forces:R:3:nbo_charge:R:1
O -1.31177 1.17661 -1.10680 1.000 1.689 0.269 -0.75
C -1.95519 0.14846 -1.06461 -0.212 -1.649 -0.763 0.80
O -3.06233 -0.14108 -0.61171 -0.793 0.065 0.674 -0.77
C -1.29175 -1.07909 -1.88052 -0.745 0.111 -1.262 -1.15
Si 0.08989 -1.90610 -0.96598 1.097 -0.866 -1.090 2.00
F 0.18096 -1.47862 0.55001 -0.048 0.614 0.710 -0.66
F 1.64327 -1.69485 -1.54541 -1.444 0.306 0.241 -0.68
H -1.03613 -0.62271 -2.86624 0.628 -0.253 0.766 0.25
H -2.18858 -1.67370 -2.19980 1.032 -0.279 0.813 0.26
H 0.18120 -3.39726 -0.79626 -0.516 0.262 -0.358 -0.31
```
Forces are in eV/Å.

Spin multiplicity: 1
Highest occupied orbital energy (eV): -4.3949
Total charge: -1
Gap between HOMO and LUMO (eV): 8.552
E_LUMO (eV): 4.157
SMILES: O=C([O-])C[SiH](F)F

***

Record 4
Density functional theory data (wB97M-V/def2-TZVPD) for C2H3F2OP in the gas phase in a non-equilibrium geometry.

XYZ file:
```
9
Properties=species:S:1:pos:R:3:forces:R:3:nbo_charge:R:1
O 0.57504 -1.74314 0.08783 0.786 -1.720 -0.071 -0.46
C -0.44988 -1.18290 0.11645 -0.020 5.041 -0.135 0.42
C -0.49716 0.50250 0.08043 0.230 -1.522 -2.190 0.36
F -1.01932 0.80595 1.26064 -0.192 0.615 1.040 -0.33
F -1.45413 0.88958 -0.87811 0.197 -0.590 0.560 -0.38
P 1.08588 1.38609 -0.48269 0.698 -2.773 1.538 0.23
H -1.47645 -1.43052 0.26560 -1.025 -1.518 0.149 0.14
H 1.76886 0.67606 0.64284 -0.352 1.235 -0.630 0.00
H 1.46716 0.09639 -1.09299 -0.322 1.231 -0.261 0.02
```
Forces are in eV/Å.

Spin multiplicity: 1
Highest occupied orbital energy (eV): -10.0343
Total charge: 0
Gap between HOMO and LUMO (eV): 10.566
E_LUMO (eV): 0.532
SMILES: O=CC(F)(F)P

***

Per-record energy above the lowest of the compared OMol25 structures with the same formula, charge and spin, kcal/mol: 0.00; 0.76; 2.78; 94.77
Per-record M, g mol⁻¹: 111.05; 111.12; 125.13; 112.02